{
  "formula": "C2H6N4S",
  "method": "the ωB97M-V functional and the def2-TZVPD basis",
  "gap_ev": 7.91,
  "e_above_lowest_kcal_mol": 111.8,
  "e_lumo_ev": -0.325,
  "largest_force_ev_per_a": 2.80,
  "symbols": ["C", "C", "N", "N", "N", "N", "S", "H", "H", "H", "H", "H", "H"],
  "xyz": [[-1.561, 2.046, -0.599], [1.506, -3.101, -1.172], [-0.168, 2.537, 2.529], [-0.676, 2.922, 1.416], [-0.028, 1.265, 2.671], [-1.057, 1.962, 0.597], [-0.570, 0.362, 1.440], [1.705, -1.985, -1.535], [-1.749, 2.937, -1.106], [-1.791, 1.187, -1.178], [2.067, -3.155, -0.152], [1.934, -3.810, -1.931], [0.388, -3.167, -0.980]]
}

---

{
  "formula": "C2H6N4S",
  "method": "the ωB97M-V functional and the def2-TZVPD basis",
  "smiles": "[H]/N=N/S/C=C\\NN",
  "gap_ev": 8.76,
  "e_above_lowest_kcal_mol": 100.8,
  "e_lumo_ev": 0.480,
  "largest_force_ev_per_a": 4.74,
  "symbols": ["H", "N", "N", "S", "C", "C", "N", "N", "H", "H", "H", "H", "H"],
  "xyz": [[0.523, -3.692, 1.312], [0.111, -2.770, 1.451], [-0.840, -2.703, 0.584], [-1.457, -1.297, 0.200], [-0.774, 0.121, 1.012], [-0.097, 1.049, 0.367], [0.499, 0.788, -0.840], [1.080, 1.883, -1.585], [-1.091, 0.482, 2.026], [0.315, 1.846, 0.986], [-0.163, 0.054, -1.191], [1.509, 1.597, -2.495], [0.386, 2.643, -1.826]]
}